ORCA calculation (ωB97M-V/def2-TZVPD) on C2H4INOS in the gas phase.

Last column: natural (NBO) charge in e.
Cartesian coordinates (Å):
C1 -0.74028 0.72985 -0.55853  -0.109
C2 1.26133 -1.43459 1.14851  -0.269
N1 0.30389 0.13409 -0.13731  -0.165
O1 0.05138 -1.04937 0.47746  -0.383
S1 -0.73363 2.26569 -1.56108  0.093
I1 -3.03745 3.63314 -2.40471  0.040
H1 -1.77647 0.32549 -0.77555  0.203
H2 1.13805 -2.47500 1.57431  0.201
H3 1.52949 -0.76754 2.02634  0.189
H4 2.00369 -1.36175 0.21056  0.200

Results
Structure (SMILES) ... CO/N=C/SI
Total charge ... 0
Electronic energy ... -24608.09101 eV
ΔE to the lowest compared entry with this formula, charge and spin ... 3.860 eV
Gap between HOMO and LUMO ... 6.10 eV
LUMO ... -0.10822 hartree
Highest occupied orbital energy ... -9.04 eV



ORCA calculation (ωB97M-V/def2-TZVPD) on a 2-piece molecular cluster, C2H4INS overall.

Last column: natural (NBO) charge in e.
Cartesian coordinates (Å):
C1 0.87368 1.31088 0.83756  0.244
C2 -0.57991 0.57954 -0.99263  -0.401
N1 -0.04811 1.35710 0.11640  -0.436
S1 1.81737 1.42688 2.08092  -0.045
I1 0.31442 -2.51610 1.41798  -0.098
H1 -1.70331 0.55151 -0.78615  0.221
H2 -0.42405 1.29346 -1.95154  0.213
H3 -0.15318 -0.31838 -1.07192  0.202
H4 -0.09690 -3.68488 0.34938  0.100

Results
Structure (SMILES) ... CN=C=S.I
Total charge ... 0
Electronic energy ... -22563.65936 eV
ΔE to the lowest compared entry with this formula, charge and spin ... 0.645 eV
Gap between HOMO and LUMO ... 9.44 eV
LUMO ... 0.01248 hartree
Highest occupied orbital energy ... -9.10 eV



ORCA calculation (ωB97M-V/def2-TZVPD) on C2H4IOP as an isolated structure.

Last column: natural (NBO) charge in e.
Cartesian coordinates (Å):
C1 -0.81677 0.65757 -0.12643  0.511
C2 -1.85251 -0.30171 0.30107  -0.770
O1 -0.98661 1.83236 -0.08325  -0.486
P1 4.00368 0.04575 -0.01546  0.089
I1 1.64250 -0.51553 -0.04950  -0.019
H1 -1.99580 -0.20348 1.38667  0.253
H2 -2.79759 -0.01078 -0.25029  0.259
H3 -1.42099 -1.29120 0.17795  0.231
H4 4.22408 -0.21298 -1.34075  -0.068

Results
Total charge ... 0
Electronic energy ... -21572.67029 eV
ΔE to the lowest compared entry with this formula, charge and spin ... 2.219 eV
Gap between HOMO and LUMO (alpha / beta) ... 6.20 / 7.57 eV
LUMO (alpha / beta) ... -0.05162 / -0.02650 hartree
Highest occupied orbital energy (alpha / beta) ... -7.60 / -8.29 eV



Copy entry 2 word for word.
ORCA calculation (ωB97M-V/def2-TZVPD) on a 2-piece molecular cluster, C2H4INS overall.

Last column: natural (NBO) charge in e.
Cartesian coordinates (Å):
C1 0.87368 1.31088 0.83756  0.244
C2 -0.57991 0.57954 -0.99263  -0.401
N1 -0.04811 1.35710 0.11640  -0.436
S1 1.81737 1.42688 2.08092  -0.045
I1 0.31442 -2.51610 1.41798  -0.098
H1 -1.70331 0.55151 -0.78615  0.221
H2 -0.42405 1.29346 -1.95154  0.213
H3 -0.15318 -0.31838 -1.07192  0.202
H4 -0.09690 -3.68488 0.34938  0.100

Results
Structure (SMILES) ... CN=C=S.I
Total charge ... 0
Electronic energy ... -22563.65936 eV
ΔE to the lowest compared entry with this formula, charge and spin ... 0.645 eV
Gap between HOMO and LUMO ... 9.44 eV
LUMO ... 0.01248 hartree
Highest occupied orbital energy ... -9.10 eV



Question: Which of these has the lowest electronic energy?
Answer: C2H4INOS



What did the third record say?
ORCA calculation (ωB97M-V/def2-TZVPD) on C2H4IOP as an isolated structure.

Last column: natural (NBO) charge in e.
Cartesian coordinates (Å):
C1 -0.81677 0.65757 -0.12643  0.511
C2 -1.85251 -0.30171 0.30107  -0.770
O1 -0.98661 1.83236 -0.08325  -0.486
P1 4.00368 0.04575 -0.01546  0.089
I1 1.64250 -0.51553 -0.04950  -0.019
H1 -1.99580 -0.20348 1.38667  0.253
H2 -2.79759 -0.01078 -0.25029  0.259
H3 -1.42099 -1.29120 0.17795  0.231
H4 4.22408 -0.21298 -1.34075  -0.068

Results
Total charge ... 0
Electronic energy ... -21572.67029 eV
ΔE to the lowest compared entry with this formula, charge and spin ... 2.219 eV
Gap between HOMO and LUMO (alpha / beta) ... 6.20 / 7.57 eV
LUMO (alpha / beta) ... -0.05162 / -0.02650 hartree
Highest occupied orbital energy (alpha / beta) ... -7.60 / -8.29 eV